(1)
ORCA calculation (the ωB97M-V functional and the def2-TZVPD basis) on C13H17P in the gas phase in a non-equilibrium geometry.

```
! wB97M-V def2-TZVPD RIJCOSX def2/J DEFGRID3
* xyz 0 3
C 3.16820 1.23442 -0.25475
C 3.17881 0.16420 0.62558
C 1.97013 1.66677 -0.70718
C 2.06994 -0.57022 0.77334
C 0.72527 0.93952 -0.62338
C 0.85301 -0.40981 0.09835
C -0.39868 1.66430 -1.14456
C -2.34446 0.08480 0.15753
C -0.87665 1.98312 1.83098
C -1.52352 -1.05270 -0.46327
C -0.22625 -1.23837 0.23230
C -1.45728 -1.08271 -1.93707
C -0.20051 -2.42971 1.11637
P -1.68468 1.81308 0.38049
H 4.06609 1.83785 -0.52696
H 4.15530 0.05562 1.11203
H 1.98531 2.58586 -1.19520
H 2.14422 -1.39164 1.42036
H -0.06141 2.68405 -1.47913
H -1.16687 1.22974 -1.75912
H -3.24469 -0.01773 -0.41557
H -2.56572 -0.17754 1.16626
H -1.25616 1.50559 2.67312
H 0.01885 2.54133 2.08862
H -2.27876 -1.81681 -0.18866
H -1.03191 -0.24594 -2.56018
H -2.48540 -1.13868 -2.29572
H -0.86661 -2.00069 -2.18253
H 0.15773 -2.20527 2.10526
H 0.36900 -3.39303 0.83808
H -1.19233 -2.81942 1.11462
*
```

The value obtained for the highest occupied orbital energy (alpha / beta) is -6.2 / -8.3 eV. The expectation value of S² is 2.0535. The value obtained for the gap between HOMO and LUMO (alpha / beta) is 7.051 / 7.701 eV. The energy comes out at -846.7247 Eh. Its energy above the lowest of the compared OMol25 structures with the same formula, charge and spin is 0.0000 eV.

=====

(2)
ORCA calculation (the ωB97M-V functional and the def2-TZVPD basis) on 2 unconnected molecules or ions with the total composition C34H55ClN3O4 in a non-equilibrium geometry.

```
! wB97M-V def2-TZVPD RIJCOSX def2/J DEFGRID3
* xyz 1 1
C 9.23197 -1.65522 2.47745
C 9.13086 -1.63051 0.86569
C 9.54086 -0.18652 0.25384
C 8.22514 0.75816 0.13063
C 7.61286 0.79652 -1.35158
C 6.72358 2.12897 -1.47572
C 5.21950 1.76343 -0.98243
C 4.69257 2.97958 -0.04489
C 3.31696 2.54318 0.68720
C 2.31143 3.78599 0.84161
C 0.81982 3.36850 0.38485
C -0.21006 3.83798 1.56048
C -1.72966 3.36549 1.25442
C -2.08137 3.18352 -0.22689
C -3.56403 2.67369 -0.40649
C -4.20196 2.38853 -1.82951
C -3.14963 2.14649 -3.01506
C -3.41093 0.66843 -3.65627
C -2.10932 0.19026 -4.51457
C -1.43698 -1.12289 -3.85217
O -1.21285 -2.11423 -4.87507
C -0.11421 -2.99194 -4.54324
C -4.24765 2.50772 0.97449
C -5.76695 1.94634 0.92431
C -5.80894 0.59279 1.84095
N -6.21818 -0.55202 0.96337
C -5.22093 -1.66583 0.95887
C -5.24699 -2.38171 -0.48677
C -7.58124 -1.00485 1.24351
C -8.01939 -2.48591 1.62559
O -8.50004 -0.14564 1.13306
N -3.80095 2.75619 2.26759
N -2.54611 3.18161 2.39525
Cl -2.03663 3.47820 4.02815
H 8.22007 -1.96488 2.90656
H 10.04658 -2.40437 2.77639
H 9.50183 -0.63448 2.92316
H 8.05245 -1.89760 0.57727
H 9.87170 -2.40651 0.46147
H 10.10251 -0.27438 -0.74046
H 10.21080 0.31774 1.04067
H 7.41740 0.36148 0.83779
H 8.53359 1.81141 0.46582
H 8.39461 0.72792 -2.17877
H 6.90897 -0.09934 -1.47201
H 6.75556 2.62890 -2.49717
H 7.10570 2.91630 -0.72433
H 5.31179 0.80755 -0.34944
H 4.51164 1.56407 -1.85293
H 5.50787 3.14041 0.73954
H 4.49972 3.91481 -0.68053
H 3.51714 2.02738 1.69948
H 2.83702 1.74734 0.00724
H 2.31910 4.18852 1.92326
H 2.67291 4.64989 0.17143
H 0.70943 2.22792 0.33619
H 0.60551 3.86858 -0.61330
H 0.20944 3.35760 2.51001
H -0.16752 4.97939 1.56671
H -1.39200 3.37975 -1.10983
H -4.79936 1.40508 -1.72493
H -4.96950 3.19635 -2.09231
H -3.39906 2.91675 -3.83380
H -2.05645 2.15325 -2.70530
H -3.54337 -0.03429 -2.75786
H -4.35912 0.71770 -4.28264
H -1.34353 1.04686 -4.54504
H -2.48297 -0.08349 -5.55709
H -2.03732 -1.53707 -2.96748
H -0.42871 -0.77703 -3.41106
H -0.44690 -3.94568 -3.99852
H 0.36230 -3.34864 -5.52733
H 0.71399 -2.50343 -3.93197
H -6.08067 1.61531 -0.11260
H -6.48752 2.70497 1.37253
H -6.62164 0.73051 2.62496
H -4.81730 0.39434 2.36410
H -4.16967 -1.20146 1.05834
H -5.31628 -2.39443 1.83436
H -4.17251 -2.44419 -0.89406
H -5.64631 -3.45968 -0.44829
H -5.88829 -1.75129 -1.19129
H -8.99923 -2.43968 2.21885
H -8.23630 -3.14734 0.70765
H -7.27163 -3.03028 2.31291
C -1.40158 -3.31345 2.56721
C -0.82773 -3.96559 3.57870
C -0.91489 -5.43779 3.68967
O -0.39404 -6.03233 4.61195
C -1.66109 -6.15767 2.63536
C -2.23484 -5.50474 1.62390
C -2.14754 -4.03354 1.51329
O -2.67000 -3.43666 0.58822
H -1.34846 -2.23608 2.47054
H -0.27722 -3.45376 4.35833
H -1.71432 -7.23481 2.73175
H -2.78537 -6.01635 0.84415
*
```

The value obtained for the highest occupied orbital energy is -11.7 eV. The value obtained for the gap between HOMO and LUMO is 7.017 eV. The energy comes out at -2253.2979 Eh. Its energy above the lowest of the compared OMol25 structures with the same formula, charge and spin is 0.0000 eV.

=====

(3)
ORCA calculation (the ωB97M-V functional and the def2-TZVPD basis) on 10 unconnected molecules or ions with the total composition C13H46N6O10 in a non-equilibrium geometry.

```
! wB97M-V def2-TZVPD RIJCOSX def2/J DEFGRID3
* xyz 0 1
N -1.23945 -2.48535 0.00672
C -0.87845 -3.45135 -0.77728
N -1.54745 -4.54235 -0.57028
O 0.11155 -3.50635 -1.73328
H -0.89545 -1.55735 0.04072
H -2.22045 -2.60335 0.38372
H -1.06445 -5.35635 -1.05528
H -2.25845 -4.81235 0.11872
N -0.94945 -1.22635 3.28572
C -0.67945 -1.19735 4.57472
N -0.61045 -0.04135 5.16472
O -0.38245 -2.30135 5.31872
H -0.93945 -2.08735 2.79172
H -1.08945 -0.35135 2.68072
H -0.19545 -0.03235 6.08272
H -0.71745 0.79965 4.60072
N -2.97945 2.52865 -2.53028
C -2.99145 2.48465 -1.19928
N -1.82445 2.88465 -0.66228
O -4.12245 2.31465 -0.40028
H -3.88945 2.23665 -2.94028
H -2.20845 2.89765 -3.16228
H -1.79945 3.12365 0.34572
H -0.89745 3.12865 -1.16028
C 1.40555 2.59365 -1.94628
C 1.68755 3.85065 -1.10128
O 1.45255 3.65965 0.20172
H 2.04055 1.75965 -1.70928
H 1.74255 2.73465 -2.92328
H 0.39155 2.23365 -1.92828
H 1.12555 4.71865 -1.52128
H 2.70055 4.09865 -1.26528
H 2.26055 3.26165 0.54672
C 3.12355 -2.48635 -0.50728
C 2.32055 -2.76835 0.74872
O 2.80255 -2.13635 1.92972
H 2.92055 -3.09835 -1.38628
H 4.11055 -2.72435 -0.35128
H 2.97655 -1.42935 -0.76728
H 2.46255 -3.73335 1.00072
H 1.25655 -2.56635 0.54172
H 3.77455 -2.23035 2.04472
C -3.40845 -0.59035 -2.00328
C -3.72945 -1.90735 -2.66828
O -5.08545 -2.26635 -2.63828
H -4.32545 0.07665 -1.97828
H -2.57845 -0.04935 -2.38028
H -3.19845 -0.62735 -0.92028
H -3.11945 -2.73435 -2.30128
H -3.38945 -1.71835 -3.68628
H -5.33745 -2.53835 -1.75628
C 0.96055 2.18965 3.55272
O -0.40245 2.06165 3.46972
H 1.39955 1.19365 3.44572
H 1.34055 2.49065 4.57272
H 1.30555 2.84765 2.72272
H -0.66845 2.88565 3.02972
C 3.77755 0.94365 0.80972
O 3.98055 2.28465 0.49272
H 3.12255 0.42465 0.15072
H 3.25655 0.97565 1.78972
H 4.69655 0.37965 0.93372
H 4.14355 2.26965 -0.45328
C 0.49555 -0.30235 -2.93228
O 0.09955 -1.43835 -3.69028
H -0.42845 0.02165 -2.48028
H 0.91055 0.47565 -3.56428
H 1.27955 -0.53035 -2.20628
H -0.01445 -2.12735 -3.07328
C 0.41655 0.31965 0.59372
O -0.97945 0.26465 0.42372
H 0.77355 1.32465 0.45772
H 0.98855 -0.32935 -0.13228
H 0.64455 0.04365 1.60572
H -1.21245 1.10165 0.00272
*
```

The value obtained for the highest occupied orbital energy is -8.6 eV. The value obtained for the gap between HOMO and LUMO is 8.576 eV. The energy comes out at -1603.7035 Eh. Its energy above the lowest of the compared OMol25 structures with the same formula, charge and spin is 4.6671 eV.